{"formula": "C41H95BrNO5SSi6", "method": "ωB97M-V with the def2-TZVPD basis set", "lumo_ev": -5.02, "total_charge": 1, "multiplicity": 1, "gap_ev": 5.968, "total_energy_ha": -6758.9513, "elements": ["C", "C", "C", "C", "C", "C", "C", "C", "C", "C", "C", "C", "C", "C", "C", "C", "N", "C", "C", "C", "C", "Br", "C", "C", "C", "S", "O", "O", "H", "H", "H", "H", "H", "H", "H", "H", "H", "H", "H", "H", "H", "H", "H", "H", "H", "H", "H", "H", "H", "H", "H", "H", "H", "H", "H", "H", "H", "H", "H", "H", "H", "H", "H", "H", "H", "H", "H", "H", "H", "O", "Si", "C", "C", "C", "Si", "C", "C", "C", "H", "H", "H", "H", "H", "H", "H", "H", "H", "H", "H", "H", "H", "H", "H", "H", "H", "H", "O", "Si", "C", "C", "C", "Si", "C", "C", "C", "H", "H", "H", "H", "H", "H", "H", "H", "H", "H", "H", "H", "H", "H", "H", "H", "H", "H", "O", "Si", "C", "C", "C", "Si", "C", "C", "C", "H", "H", "H", "H", "H", "H", "H", "H", "H", "H", "H", "H", "H", "H", "H", "H", "H", "H"], "coordinates": [[1.0821, 0.1251, 1.2524], [1.3958, -1.4652, 0.9694], [0.5322, -2.1111, -0.2807], [-1.1016, -1.8702, -0.1499], [-1.6492, -0.5485, -0.9577], [-2.2191, -0.9027, -2.4899], [-3.5856, -1.8094, -2.4772], [-4.9823, -0.9649, -2.3317], [-5.1769, -0.1755, -0.9085], [-5.0743, -1.1157, 0.4305], [-6.3982, -2.1154, 0.6432], [-6.0550, -3.4839, -0.1995], [-6.7594, -4.8459, 0.3668], [-5.8249, -5.7866, 1.3245], [-4.2776, -5.9871, 0.8251], [-3.9750, -6.9800, -0.4506], [-2.5621, -7.2010, -1.0270], [-1.3306, -6.5005, -0.4656], [0.1960, -6.6498, -1.0585], [0.3771, -7.8011, -2.2112], [-0.1204, -7.3615, -3.7140], [0.7029, -5.6590, -4.3991], [-1.5085, -5.4908, 0.8557], [-2.9971, -5.1906, 1.5485], [-3.2515, -4.1891, 2.8210], [-1.9209, -4.2416, 4.1468], [-2.2962, -3.1060, 5.1774], [-0.4950, -3.9017, 3.6523], [1.7952, 0.5434, 2.0988], [-0.0399, 0.2252, 1.5937], [1.3151, 0.7227, 0.2605], [1.2320, -2.1107, 1.9596], [2.5541, -1.5753, 0.7073], [0.9415, -1.7347, -1.3369], [0.7728, -3.2795, -0.2651], [-1.3557, -1.7172, 1.0054], [-1.6008, -2.8821, -0.5143], [-0.7203, 0.1532, -1.1265], [-2.4603, -0.0293, -0.2931], [-1.3689, -1.5953, -2.9621], [-2.2848, 0.0404, -3.1810], [-3.6382, -2.3573, -3.5366], [-3.4293, -2.6589, -1.6876], [-5.9565, -1.6086, -2.5768], [-4.9600, -0.1248, -3.1776], [-4.4673, 0.7807, -0.8307], [-6.2805, 0.2772, -0.9272], [-4.0539, -1.7011, 0.5174], [-5.1063, -0.3757, 1.3626], [-7.3832, -1.6340, 0.1875], [-6.5033, -2.3219, 1.8116], [-6.4950, -3.3090, -1.2955], [-4.8935, -3.5269, -0.3263], [-7.7515, -4.5300, 0.9520], [-7.0902, -5.4871, -0.5541], [-5.9483, -5.4025, 2.4256], [-6.3194, -6.8733, 1.3093], [-4.8813, -7.5412, -0.9427], [-2.4667, -7.8439, -1.8558], [0.9387, -6.8405, -0.1511], [0.4915, -5.5683, -1.4682], [-0.1071, -8.8255, -1.8687], [1.5511, -7.9985, -2.3014], [-1.3031, -7.3655, -3.8231], [0.2611, -8.2195, -4.4504], [-0.5418, -4.9553, 1.2631], [-4.2828, -4.3834, 3.3901], [-3.3401, -3.0817, 2.4065], [-1.9478, -5.4441, 4.9169], [0.8277, 0.1918, 7.7014], [0.7556, 1.1997, 9.0414], [2.3871, 1.1608, 9.9798], [-0.6182, 0.6470, 10.2012], [0.4168, 2.9793, 8.5430], [1.0791, -1.4305, 7.3512], [0.9942, -1.7551, 5.5031], [-0.2287, -2.4922, 8.1892], [2.7727, -1.9762, 7.9603], [2.5651, 0.1653, 10.3995], [2.3761, 1.8797, 10.8017], [3.2178, 1.4063, 9.3130], [-1.5722, 0.5914, 9.6676], [-0.7298, 1.3537, 11.0309], [-0.3990, -0.3371, 10.6201], [-0.5396, 3.0623, 8.0193], [1.2060, 3.3576, 7.8876], [0.3756, 3.6196, 9.4311], [0.0128, -1.4806, 5.1047], [1.1611, -2.8169, 5.2962], [1.7576, -1.1799, 4.9715], [-0.1413, -2.4268, 9.2773], [-0.1165, -3.5416, 7.9000], [-1.2308, -2.1601, 7.9034], [2.8292, -1.9218, 9.0514], [3.5563, -1.3348, 7.5427], [2.9757, -3.0080, 7.6589], [5.4972, 1.8492, -2.0022], [5.4299, 0.1864, -1.7848], [6.8998, -0.6439, -2.6176], [3.8473, -0.5061, -2.5289], [5.4644, -0.2682, 0.0380], [5.5106, 2.9606, -3.2602], [5.6046, 4.7232, -2.6180], [3.9463, 2.8003, -4.2932], [6.9963, 2.6680, -4.3755], [6.8515, -0.5111, -3.7033], [6.9082, -1.7151, -2.4058], [7.8373, -0.2104, -2.2595], [2.9725, 0.0057, -2.1157], [3.7543, -1.5755, -2.3101], [3.8413, -0.3793, -3.6133], [4.6097, 0.1655, 0.5644], [6.3826, 0.0897, 0.5118], [5.4216, -1.3565, 0.1573], [4.7422, 4.9531, -1.9849], [5.6129, 5.4313, -3.4527], [6.5155, 4.8759, -2.0321], [3.9061, 1.8248, -4.7857], [3.9136, 3.5745, -5.0657], [3.0593, 2.9044, -3.6617], [6.9237, 1.6961, -4.8724], [7.9239, 2.6884, -3.7932], [7.0569, 3.4418, -5.1464], [0.0753, 7.3845, -5.9773], [0.6877, 6.1630, -5.0030], [-0.5577, 5.7017, -3.6688], [2.2782, 6.7262, -4.1717], [1.0674, 4.6164, -6.0002], [-0.4698, 8.9655, -5.8310], [-1.0106, 9.6614, -7.4897], [0.8952, 10.0693, -5.1540], [-1.9391, 9.0450, -4.6599], [-0.7149, 6.5409, -2.9835], [-0.2010, 4.8493, -3.0869], [-1.5194, 5.4395, -4.1176], [3.0017, 7.0682, -4.9183], [2.7305, 5.9032, -3.6074], [2.0834, 7.5468, -3.4783], [1.8131, 4.8237, -6.7726], [0.1645, 4.2323, -6.4827], [1.4636, 3.8322, -5.3457], [-0.1785, 9.6645, -8.2002], [-1.3626, 10.6913, -7.3725], [-1.8262, 9.0684, -7.9133], [1.1631, 9.7733, -4.1360], [0.5705, 11.1140, -5.1316], [1.7893, 9.9986, -5.7801], [-1.6425, 8.7648, -3.6449], [-2.7297, 8.3618, -4.9884], [-2.3511, 10.0579, -4.6278]], "atomic_forces_ev_per_a": [[0.336, -0.664, -0.121], [0.663, -0.038, -0.021], [0.313, -0.294, 0.169], [0.463, -0.266, 0.303], [0.301, -0.244, -0.653], [0.759, -1.041, 0.580], [0.125, -0.056, -1.173], [0.093, 0.802, -0.298], [-0.729, 0.229, -0.082], [-0.967, 1.221, 1.011], [1.321, -0.256, -0.502], [-0.899, 0.542, -0.669], [-0.092, 0.350, -0.552], [-0.551, -1.006, -0.190], [3.028, -0.555, -1.478], [1.779, 2.427, 2.494], [-0.281, 2.938, 3.467], [-2.509, 1.205, 2.313], [-0.461, 0.266, 0.024], [1.042, 0.475, -0.048], [-0.443, -2.405, -0.078], [-0.789, -1.255, 0.771], [-3.400, -1.321, -1.252], [0.876, -2.888, -3.614], [-1.176, -0.585, -1.289], [3.522, 7.130, 3.339], [0.081, -4.650, -3.640], [-4.614, -2.615, 0.236], [-1.574, -0.946, -1.725], [2.270, 0.096, -0.786], [-0.711, -1.078, 2.057], [0.125, 1.441, -2.144], [-2.471, 0.224, 0.501], [-0.967, -0.592, 2.315], [-0.603, 2.333, -0.036], [0.553, -0.492, -2.380], [0.689, 2.188, 0.682], [-1.947, -1.173, 0.569], [1.609, -0.814, -1.437], [-1.771, 1.481, 0.902], [-0.100, -1.707, 1.505], [0.083, 1.121, 2.263], [-0.540, 1.632, -1.316], [2.295, 1.174, 0.656], [-0.018, -1.810, 1.760], [-1.351, -2.317, -0.179], [2.334, -0.960, 0.124], [-2.043, 0.985, -0.364], [0.227, -1.439, -1.983], [2.141, -0.895, 1.268], [0.034, 0.362, -2.554], [1.081, -0.465, 2.377], [-2.167, -0.369, 0.350], [2.257, -0.878, -1.176], [0.602, 1.132, 1.758], [0.838, -0.777, -2.110], [1.159, 2.328, 0.135], [2.258, 1.121, 0.905], [-0.042, 1.018, 1.298], [-1.867, 0.241, -1.807], [-0.766, -2.357, 0.688], [0.841, 2.129, -0.820], [-2.629, 0.443, 0.280], [2.562, 0.503, 0.207], [-0.836, 2.047, 1.617], [-2.158, -1.184, -0.846], [2.374, 0.111, -1.331], [0.704, -2.130, 1.085], [-0.260, 0.785, -1.398], [0.069, -0.305, 0.339], [0.051, -0.020, 0.082], [-0.208, -0.241, -0.284], [0.114, 0.002, -0.254], [0.031, -0.339, -0.221], [-0.002, 0.088, 0.068], [-0.026, 0.435, 0.208], [0.077, 0.310, -0.001], [-0.162, 0.268, 0.004], [0.057, 0.108, -0.010], [-0.010, -0.005, -0.025], [0.008, -0.008, 0.081], [0.045, -0.019, 0.088], [0.034, -0.073, -0.105], [-0.067, -0.003, 0.030], [0.070, 0.053, 0.004], [-0.081, 0.024, 0.016], [0.017, -0.135, -0.074], [0.108, -0.074, -0.008], [-0.036, 0.128, 0.077], [-0.029, -0.018, -0.007], [-0.048, -0.048, -0.042], [0.007, 0.073, 0.003], [0.041, -0.079, 0.023], [0.068, -0.020, -0.075], [-0.039, -0.095, 0.074], [-0.025, 0.061, 0.014], [-0.090, -0.371, -0.346], [0.182, 0.174, -0.078], [-0.244, 0.345, -0.022], [0.081, 0.166, 0.077], [-0.031, 0.335, -0.192], [0.093, 0.050, -0.085], [-0.037, -0.398, 0.231], [0.179, -0.148, 0.249], [-0.138, -0.149, 0.279], [0.079, -0.040, 0.088], [0.003, 0.011, 0.011], [-0.018, -0.064, -0.049], [0.007, -0.041, -0.050], [0.035, 0.089, -0.006], [-0.068, -0.013, -0.001], [0.065, -0.010, 0.045], [-0.089, -0.023, 0.022], [0.013, 0.106, -0.073], [0.096, 0.047, -0.012], [-0.011, -0.116, 0.037], [-0.089, 0.039, -0.012], [-0.071, 0.057, -0.016], [0.026, -0.056, 0.075], [-0.008, -0.005, -0.064], [0.075, 0.069, -0.005], [-0.067, -0.009, -0.109], [-0.021, -0.050, 0.063], [0.046, 0.032, 0.477], [-0.017, 0.157, -0.027], [0.055, 0.299, -0.229], [-0.208, -0.002, -0.194], [-0.171, 0.324, -0.082], [0.023, 0.078, 0.059], [0.169, -0.408, 0.080], [-0.087, -0.325, -0.068], [0.179, -0.247, -0.106], [-0.042, -0.113, -0.028], [0.015, -0.003, -0.011], [0.012, -0.002, 0.071], [-0.018, -0.005, 0.096], [-0.051, 0.062, -0.057], [0.078, 0.011, 0.004], [-0.057, -0.063, 0.005], [0.075, 0.005, -0.032], [-0.061, 0.150, -0.047], [-0.107, 0.005, 0.007], [0.049, -0.107, 0.056], [0.063, 0.065, -0.034], [0.044, 0.068, -0.047], [0.012, -0.094, -0.011], [-0.020, 0.051, 0.074], [-0.085, 0.026, -0.039], [0.041, 0.086, 0.076], [0.046, -0.069, -0.014]]}